Entry a
# C4H14O3

A 4-piece molecular cluster, C4H14O3 overall (ωB97M-V/def2-TZVPD, OMol25).

## Properties
Multiplicity: 1
Orbital gap in eV: 9.8573
LUMO energy in eV: 0.599
Total charge: 0
SMILES: C/C=C/C.O.O.O
HOMO energy in Eh: -0.340

Element x y z (Å)
C: -0.188 2.648 0.991
C: 0.554 1.413 1.490
C: -0.125 0.455 2.123
C: 0.514 -0.643 2.923
H: -0.950 2.319 0.281
H: 0.476 3.260 0.380
H: -0.620 3.193 1.820
H: 1.628 1.305 1.412
H: -1.209 0.516 2.143
H: 1.527 -0.879 2.604
H: 0.500 -0.434 3.991
H: -0.064 -1.562 2.794
O: -0.625 1.155 -2.253
H: 0.103 0.809 -1.697
H: -1.228 1.605 -1.646
O: 0.963 -2.979 -2.914
H: 0.772 -2.318 -2.234
H: 1.682 -2.543 -3.389
O: -0.881 -1.389 -0.990
H: -1.323 -1.090 -1.799
H: -1.517 -1.961 -0.528

Here are the Mulliken charges for atoms 1 to 4, given in e:
1. C -0.995
2. C -0.104
3. C -0.048
4. C -1.231

***

Entry b
# C4H14O3

A 5-piece molecular cluster, C4H14O3 overall (ωB97M-V/def2-TZVPD, OMol25).

## Properties
Multiplicity: 1
Orbital gap in eV: 5.0356
LUMO energy in eV: -3.322
Total charge: 0
HOMO energy in Eh: -0.307

Element x y z (Å)
C: 2.151 0.285 -0.063
C: 1.071 1.071 0.515
C: -0.090 1.242 -0.214
C: -1.163 2.190 0.001
H: 2.247 -0.707 0.485
H: 1.928 0.068 -1.101
H: 3.108 0.786 0.032
H: 1.056 1.499 1.516
H: -0.184 0.594 -1.085
H: -2.108 1.442 0.026
H: -1.162 2.832 0.894
H: -1.301 2.848 -0.863
H: -3.911 0.174 -0.158
H: 2.477 -1.776 0.776
O: -2.980 0.362 0.065
H: 1.133 -2.446 0.483
H: 1.154 -3.792 0.987
O: 0.547 -3.253 0.449
H: -0.931 -1.822 -0.826
H: -1.855 -0.602 -0.657
O: -1.188 -0.995 -1.262

Here are the Mulliken charges for atoms 1 to 4, given in e:
1. C -0.470
2. C 0.094
3. C -0.245
4. C -0.721

***

Which structure is most stable? entry a, by 0.2579 hartree over the runner-up.

***

Entry a
# C4H14O3

A 3-piece molecular cluster, C4H14O3 overall (ωB97M-V/def2-TZVPD, OMol25).

## Properties
Multiplicity: 1
Orbital gap in eV: 11.0125
LUMO energy in eV: 0.738
Total charge: 0
SMILES: CC[C@@H](C)O.O.O
HOMO energy in Eh: -0.378

Element x y z (Å)
C: 0.999 -0.912 -2.401
C: 0.895 -1.965 -1.272
C: 0.074 -1.484 -0.068
C: 0.257 -2.449 1.205
O: 0.377 -0.178 0.382
H: 1.467 -0.063 -1.895
H: 1.676 -1.218 -3.193
H: 0.001 -0.643 -2.740
H: 1.932 -2.209 -0.998
H: 0.382 -2.888 -1.555
H: -0.947 -1.717 -0.376
H: -0.731 -2.410 1.658
H: 0.969 -1.969 1.865
H: 0.672 -3.381 0.824
H: 1.284 -0.031 0.581
O: -2.399 0.493 1.217
H: -2.367 0.752 2.142
H: -1.547 0.132 0.957
O: 0.134 5.378 0.463
H: -0.228 6.158 0.929
H: -0.676 4.875 0.270

Here are the Mulliken charges for atoms 1 to 4, given in e:
1. C -1.116
2. C -0.741
3. C 0.319
4. C -1.109

***

Entry b
# C4H14O3

A 4-piece molecular cluster, C4H14O3 overall (ωB97M-V/def2-TZVPD, OMol25).

## Properties
Multiplicity: 1
Orbital gap in eV: 9.1495
LUMO energy in eV: 0.531
Total charge: 0
SMILES: C/C=C/C.O.O.O
HOMO energy in Eh: -0.317

Element x y z (Å)
C: 0.753 2.463 -1.424
C: -0.212 1.298 -1.592
C: -0.395 0.626 -2.747
C: -1.740 -0.003 -3.048
H: 0.702 3.250 -2.234
H: 1.808 2.165 -1.611
H: 0.461 3.059 -0.575
H: -0.950 1.183 -0.744
H: 0.394 0.710 -3.494
H: -1.936 -0.805 -2.281
H: -2.557 0.628 -2.771
H: -1.764 -0.443 -4.041
O: 1.415 -0.786 3.814
H: 2.095 -0.121 3.967
H: 0.725 -0.509 3.159
O: -1.070 -0.343 2.212
H: -1.606 -0.755 1.531
H: -1.602 -0.131 2.995
O: 1.023 -2.517 0.968
H: 1.328 -3.329 1.380
H: 1.361 -1.826 1.553

Here are the Mulliken charges for atoms 1 to 4, given in e:
1. C -1.104
2. C -0.119
3. C 0.044
4. C -1.086

***

Which structure is most stable? entry a, by 0.0252 hartree over the runner-up.

***

Entry a
# C4H14O3

A 3-piece molecular cluster, C4H14O3 overall (ωB97M-V/def2-TZVPD, OMol25).

## Properties
Multiplicity: 1
Orbital gap in eV: 10.6770
LUMO energy in eV: 0.602
Total charge: 0
SMILES: CCCCO.O.O
HOMO energy in Eh: -0.370

Element x y z (Å)
C: 2.260 -0.628 -1.453
C: 1.948 0.714 -0.797
C: 2.852 0.820 0.434
C: 2.066 0.393 1.760
O: 0.975 1.281 1.591
H: 3.224 -0.432 -1.865
H: 1.623 -0.857 -2.373
H: 2.026 -1.480 -0.782
H: 2.214 1.593 -1.365
H: 0.817 0.818 -0.638
H: 3.785 0.379 0.288
H: 3.091 1.802 0.732
H: 2.609 0.413 2.614
H: 1.585 -0.640 1.804
H: 0.908 1.899 2.367
O: -5.188 -2.292 -0.888
H: -4.819 -2.048 -1.777
H: -5.832 -1.543 -0.791
O: -5.667 0.036 0.161
H: -4.732 0.176 -0.062
H: -5.744 -0.404 1.039

Here are the Mulliken charges for atoms 1 to 4, given in e:
1. C -1.142
2. C -0.225
3. C -0.802
4. C -0.528

***

Entry b
# C4H14O3

A 4-piece molecular cluster, C4H14O3 overall (ωB97M-V/def2-TZVPD, OMol25).

## Properties
Multiplicity: 1
Orbital gap in eV: 9.7739
LUMO energy in eV: 0.683
Total charge: 0
SMILES: C/C=C/C.O.O.O
HOMO energy in Eh: -0.334

Element x y z (Å)
C: -0.041 -1.060 -2.203
C: 0.698 0.195 -1.864
C: 1.535 0.302 -0.842
C: 2.137 1.586 -0.298
H: 0.026 -1.270 -3.279
H: 0.169 -1.999 -1.687
H: -1.125 -0.958 -2.109
H: 0.572 0.987 -2.590
H: 1.685 -0.519 -0.153
H: 2.742 1.420 0.597
H: 2.776 2.120 -1.002
H: 1.279 2.243 -0.134
O: -0.232 -1.217 1.111
H: 0.125 -1.473 1.989
H: 0.155 -0.337 1.057
O: -2.868 -1.244 1.656
H: -3.076 -2.124 2.021
H: -1.923 -1.259 1.412
O: -1.153 1.405 2.176
H: -1.477 2.277 1.953
H: -2.005 0.926 2.188

Here are the Mulliken charges for atoms 1 to 4, given in e:
1. C -1.295
2. C 0.008
3. C -0.390
4. C -1.174

***

Which structure is most stable? entry b, by 0.0383 hartree over the runner-up.